This record from the OMol25 dataset describes a 11-piece molecular cluster, C25H60N4O15 overall in a non-equilibrium geometry. The level of theory is the ωB97M-V functional and the def2-TZVPD basis.

E_LUMO: 0.0 eV
Frontier orbital gap: 9.2250 eV
Charge: 0
SMILES: C[C@H]1COC(=O)O1.C[C@H]1COC(=O)O1.CN(C)C=O.CN(C)C=O.CN(C)C=O.CN(C)C=O.CO.CO.CO.CO.CO

```
104
Properties=species:S:1:pos:R:3:forces:R:3
C -1.6113 -0.2832 -1.5024 -0.1 0.5 -1.0
C -0.4342 -0.1373 -0.5646 -1.1 -0.1 -0.1
C -0.8761 -0.1181 0.8939 0.4 1.7 -0.4
O 0.0555 -0.9773 1.5378 -0.5 -0.2 0.8
C 0.7448 -1.6773 0.6234 0.2 0.4 -0.5
O 1.5578 -2.5139 0.8627 -0.1 -0.1 0.2
O 0.4073 -1.2726 -0.6069 0.5 -0.8 -0.5
H -1.3056 -0.1864 -2.5493 0.2 -0.2 0.1
H -2.3204 0.5398 -1.3735 0.1 0.0 0.4
H -2.1652 -1.2184 -1.4196 0.2 -0.1 0.3
H 0.1636 0.7367 -0.8238 -0.1 0.0 0.1
H -1.9366 -0.3314 1.0334 0.2 -0.7 0.2
H -0.7394 0.9119 1.2319 0.1 -0.2 0.4
C -0.6804 2.7827 -3.9857 0.5 0.0 -0.1
C -1.6630 3.8068 -4.5082 -0.6 -0.7 0.0
C -3.1065 3.2351 -4.6719 1.5 -0.8 0.3
O -3.9222 4.1574 -3.9960 -0.7 0.6 -0.1
C -3.1758 5.0786 -3.3399 0.7 -0.5 -0.7
O -3.5747 5.9887 -2.7056 -0.5 0.3 0.4
O -1.8616 4.8257 -3.5436 0.1 0.4 0.3
H -0.3923 2.0715 -4.7647 -0.3 -0.1 0.0
H -1.0789 2.2503 -3.1210 -0.1 0.0 0.0
H 0.2572 3.2472 -3.6705 -0.1 0.2 0.0
H -1.3148 4.2644 -5.4367 0.0 0.1 0.1
H -3.1667 2.2763 -4.1465 -0.1 0.0 -0.1
H -3.3397 3.0634 -5.7210 -0.5 0.4 0.1
C 5.2472 -0.3014 1.0255 0.0 0.2 1.0
N 5.2655 -1.1173 -0.1473 -0.2 0.2 -0.3
C 4.8886 -2.5135 -0.0112 0.4 0.0 0.2
C 5.7071 -0.6153 -1.3241 0.2 -0.3 0.2
O 5.9586 -1.2711 -2.3096 -0.2 0.1 -0.3
H 4.3196 -0.4008 1.5964 -0.2 -0.2 -0.3
H 5.3781 0.7563 0.7992 0.0 -0.1 -0.2
H 6.0198 -0.5759 1.7549 0.2 -0.1 -0.3
H 4.8975 -2.9989 -0.9821 0.0 0.1 -0.1
H 5.6245 -3.0159 0.6234 -0.1 -0.1 0.1
H 3.8953 -2.5770 0.4304 0.0 -0.1 0.0
H 5.8406 0.4778 -1.2875 0.1 0.1 0.0
C 3.7354 2.1243 -3.5528 0.1 -0.3 0.1
N 2.8587 1.0619 -4.0053 -0.3 0.7 0.6
C 1.9789 0.5134 -2.9734 0.7 0.1 -0.3
C 2.6849 0.8176 -5.3168 0.1 -0.8 0.0
O 1.9238 -0.0140 -5.7835 -0.3 0.2 0.1
H 4.3739 2.4453 -4.3726 0.0 0.1 0.1
H 4.3488 1.7435 -2.7327 0.2 0.0 -0.1
H 3.1871 2.9776 -3.1413 -0.1 0.1 -0.2
H 2.5595 0.4065 -2.0567 0.1 -0.3 0.0
H 1.1709 1.2046 -2.7284 -0.2 0.0 -0.3
H 1.6212 -0.4492 -3.3110 -0.2 0.0 0.2
H 3.3786 1.3737 -5.9644 0.0 0.2 0.1
C -2.1656 -3.7067 1.3877 0.3 0.5 0.8
N -2.6737 -4.9675 1.8772 -0.3 -0.1 -0.7
C -3.0268 -5.8977 0.8309 0.5 -0.5 -0.6
C -2.5551 -5.3769 3.1518 0.5 0.6 0.5
O -2.7480 -6.4843 3.5917 -0.3 -0.5 -0.1
H -1.8158 -3.0449 2.1865 0.0 -0.4 0.3
H -2.9330 -3.1049 0.8978 0.0 -0.3 -0.5
H -1.2884 -3.9006 0.7666 -0.2 0.2 -0.4
H -2.1819 -6.0276 0.1417 0.0 0.2 0.1
H -3.2127 -6.8945 1.2221 -0.3 0.2 0.3
H -3.8525 -5.5361 0.2163 -0.2 0.0 0.3
H -2.2267 -4.5531 3.8037 0.0 0.2 0.1
C -3.7806 2.5596 5.1323 -0.2 0.3 0.1
N -3.1045 2.5215 3.8432 -0.3 0.4 0.8
C -1.6887 2.8987 3.9364 -0.9 -0.5 -1.0
C -3.7387 2.0227 2.7801 0.3 0.1 -0.5
O -3.2872 1.9482 1.6419 0.0 -0.2 0.3
H -4.8608 2.6797 5.0526 0.0 -0.3 -0.4
H -3.4691 3.4645 5.6555 0.2 -0.2 0.1
H -3.5561 1.6716 5.7260 0.0 0.1 0.1
H -1.2357 2.0840 4.4999 0.6 0.4 0.1
H -1.2699 2.9774 2.9346 0.1 -0.2 0.0
H -1.6174 3.8829 4.3907 0.2 -0.1 0.3
H -4.7516 1.6683 3.0084 -0.1 0.1 0.0
C 2.3833 2.3960 -0.0229 1.3 0.6 0.0
O 2.5990 1.0500 0.3640 -0.6 -0.1 -0.3
H 2.2249 2.4546 -1.0970 -0.6 -0.3 0.1
H 1.6099 2.9228 0.5398 -0.2 -0.2 -0.1
H 3.3347 2.9431 0.0788 -0.2 0.2 0.3
H 2.9332 1.0447 1.2628 0.0 0.0 0.1
C 1.0551 -2.9259 -3.3782 -0.3 0.3 0.1
O 1.2727 -2.8033 -4.7622 0.1 -0.6 -0.4
H 0.3061 -2.1820 -3.0917 0.1 -0.1 0.5
H 0.6624 -3.9117 -3.1183 -0.1 0.0 -0.4
H 1.9684 -2.8280 -2.7796 0.0 0.4 -0.1
H 1.2133 -1.8857 -5.0537 0.2 0.1 0.1
C -1.3595 4.4743 0.1605 -0.7 -0.4 -0.1
O -1.4452 3.0637 -0.0037 0.3 -0.3 0.2
H -0.7051 4.7253 0.9990 0.0 0.3 0.0
H -1.0098 4.9212 -0.7682 0.3 -0.1 0.0
H -2.3687 4.8713 0.3127 0.1 0.2 0.2
H -1.9698 2.6805 0.7380 0.0 0.4 -0.6
C -1.8350 -0.9538 4.6306 0.2 -0.5 -0.1
O -2.8384 -1.8924 4.9960 -0.1 0.1 -0.2
H -0.8532 -1.4312 4.6267 0.1 0.2 0.2
H -1.9857 -0.6410 3.5966 -0.3 0.1 0.1
H -1.8503 -0.0935 5.3016 0.1 0.1 0.0
H -2.4617 -2.5191 5.6188 0.0 0.0 0.1
C 0.8389 -3.9369 3.7339 -0.1 -1.0 -0.1
O 1.2285 -4.5581 4.9526 0.1 0.2 0.2
H 0.4920 -4.6946 3.0201 -0.1 0.1 0.0
H 0.0167 -3.2331 3.8857 0.3 0.3 -0.1
H 1.7255 -3.5009 3.2864 -0.1 0.4 0.1
H 0.4730 -5.0133 5.3345 0.0 -0.1 -0.1
```
Positions in Å, forces in eV/Å.